2 unconnected molecules or ions with the total composition C3H13N2O, computed with wB97M-V/def2-TZVPD.

Computed properties:
* energy relative to the best compared isomer or geometry (same formula, charge and spin): 20.3 kcal per mole
* largest force on an atom: 3.30 eV Å⁻¹

ORCA input file:
```
! RIJCOSX wB97M-V def2-TZVPD def2/J DEFGRID3
* xyz 0 2
C -0.443 -1.560 0.375
C 0.446 -0.741 1.348
C -0.061 0.618 1.645
N -0.220 1.411 0.352
N -0.262 -1.092 -1.025
H -1.476 -1.359 0.786
H -0.249 -2.696 0.372
H 1.519 -0.687 1.199
H 0.523 -1.381 2.310
H -1.033 0.707 2.166
H 0.568 1.170 2.398
H 0.576 1.985 0.108
H -1.097 1.949 0.219
H -0.853 -1.372 -1.787
H -0.228 -0.045 -1.063
H 0.627 -1.459 -1.303
H 0.921 2.071 -2.328
H 0.251 1.236 -3.369
O 0.491 1.245 -2.401
*
```



2 unconnected molecules or ions with the total composition C3H13N2O, computed with wB97M-V/def2-TZVPD.

Computed properties:
* energy relative to the best compared isomer or geometry (same formula, charge and spin): 12.4 kcal per mole
* largest force on an atom: 1.74 eV Å⁻¹

ORCA input file:
```
! RIJCOSX wB97M-V def2-TZVPD def2/J DEFGRID3
* xyz 1 1
C -0.900 1.553 -0.211
C -0.959 0.147 -0.831
C -1.425 -0.860 0.228
N -0.116 -1.185 0.955
N 0.391 1.701 0.481
H -1.629 1.585 0.598
H -1.125 2.273 -0.995
H -1.656 0.154 -1.675
H -0.064 -0.290 -1.281
H -2.058 -0.361 0.952
H -1.894 -1.778 -0.111
H -0.208 -1.642 1.864
H 0.292 -0.256 1.167
H 0.474 -1.736 0.318
H 0.311 2.370 1.236
H 1.121 2.038 -0.120
H 3.457 -0.928 -0.232
H 3.257 -1.573 -1.545
O 2.731 -1.214 -0.798
*
```